Below is 9 unconnected molecules or ions with the total composition C33H45ClN12O4S in a non-equilibrium geometry, with properties calculated with ωB97M-V/def2-TZVPD.

- SMILES: O=C(Cl)CN(C(=O)OCCCCCCCSc1nnco1)c1ccccn1.CC#N.CC#N.CC#N.CC#N.CC#N.CC#N.CC#N.CC#N
- HOMO level: -9.010 eV
- Orbital gap: 0.3450 hartree
- Total charge: 0
- E_tot: -3100.695047 hartree
- Molecular weight: 741.32 g/mol
- Spin multiplicity: 1

```
96
Properties=species:S:1:pos:R:3:lowdin_charge:R:1
O 6.26 -3.08 1.38 0.05
C 5.78 -3.22 0.31 -0.70
Cl 5.29 -4.85 -0.36 0.61
C 5.48 -2.00 -0.68 -0.12
N 4.09 -1.61 -0.40 0.01
C 3.40 -1.21 -1.63 -0.51
O 4.00 -0.72 -2.55 0.12
O 2.06 -1.40 -1.58 0.02
C 1.39 -0.99 -2.79 -0.17
C 0.98 0.54 -2.79 -0.14
C 0.04 0.78 -1.51 -0.21
C -1.44 1.18 -1.88 -0.24
C -2.47 0.95 -0.69 -0.19
C -3.91 0.64 -1.28 -0.25
C -4.72 -0.39 -0.41 -0.45
S -6.53 0.02 -0.57 0.93
C -7.43 -1.15 0.44 -0.64
N -8.50 -0.82 1.20 0.02
N -8.93 -1.98 1.80 0.02
C -8.11 -2.94 1.38 -0.19
O -7.12 -2.50 0.52 -0.01
C 4.00 -0.46 0.50 -0.27
C 4.02 -0.62 1.93 0.00
C 3.93 0.46 2.91 -0.05
C 3.79 1.78 2.27 -0.04
C 3.78 1.79 0.82 -0.13
N 3.89 0.77 -0.06 0.13
H 6.16 -1.18 -0.35 0.15
H 5.67 -2.38 -1.71 0.13
H 0.41 -1.55 -2.80 0.14
H 1.91 -1.30 -3.74 0.13
H 0.30 0.65 -3.68 0.07
H 1.86 1.22 -2.81 0.10
H 0.46 1.58 -0.85 0.07
H -0.03 -0.13 -0.86 0.10
H -1.76 0.52 -2.73 0.09
H -1.48 2.26 -2.14 0.06
H -2.18 0.10 -0.01 0.11
H -2.59 1.90 -0.10 0.07
H -4.51 1.59 -1.32 0.10
H -3.82 0.20 -2.31 0.10
H -4.39 -0.32 0.66 0.07
H -4.58 -1.42 -0.81 0.08
H -8.21 -4.01 1.67 0.14
H 4.11 -1.67 2.32 0.10
H 3.93 0.31 4.00 0.08
H 3.68 2.71 2.86 0.07
H 3.65 2.80 0.36 0.10
C 8.12 -5.56 1.63 -0.08
C 9.58 -5.77 1.47 -0.27
N 10.71 -5.93 1.35 0.11
H 7.63 -5.61 0.66 0.03
H 7.70 -6.32 2.28 0.08
H 7.93 -4.58 2.06 0.06
C 1.20 -1.92 4.96 -0.05
C 1.40 -0.47 4.73 -0.25
N 1.56 0.65 4.54 0.15
H 2.00 -2.31 5.59 0.08
H 0.24 -2.08 5.46 0.08
H 1.20 -2.45 4.01 0.08
C -5.78 -1.84 3.62 -0.04
C -4.33 -1.96 3.34 -0.26
N -3.20 -2.06 3.12 0.13
H -6.34 -1.93 2.70 0.03
H -6.09 -2.62 4.31 0.09
H -5.98 -0.87 4.07 0.09
C 3.29 6.07 4.04 -0.06
C 3.94 5.50 2.84 -0.26
N 4.44 5.06 1.91 0.14
H 2.53 5.38 4.41 0.08
H 4.03 6.23 4.82 0.08
H 2.81 7.02 3.79 0.08
C -8.05 -1.50 -4.29 -0.07
C -6.61 -1.67 -4.56 -0.28
N -5.49 -1.80 -4.78 0.12
H -8.62 -1.58 -5.22 0.08
H -8.39 -2.27 -3.59 0.08
H -8.24 -0.52 -3.85 0.07
C -1.85 1.33 3.66 -0.07
C -2.56 2.17 2.66 -0.26
N -3.11 2.82 1.89 0.14
H -2.41 1.31 4.59 0.08
H -1.74 0.32 3.27 0.05
H -0.86 1.75 3.85 0.05
C 1.87 4.99 -2.96 -0.05
C 0.89 4.22 -2.17 -0.21
N 0.12 3.62 -1.55 0.17
H 2.66 5.36 -2.30 0.08
H 2.31 4.36 -3.72 0.08
H 1.38 5.84 -3.44 0.08
C -0.04 1.37 -7.30 -0.06
C -0.67 1.64 -5.99 -0.24
N -1.15 1.85 -4.97 0.16
H -0.39 2.10 -8.04 0.08
H 1.04 1.45 -7.22 0.08
H -0.31 0.37 -7.64 0.08
```



Below is 2 unconnected molecules or ions with the total composition C2H6O2S2 in a non-equilibrium geometry, with properties calculated with ωB97M-V/def2-TZVPD.

- SMILES: O=CO.CSS
- HOMO level: -9.319 eV
- Orbital gap: 0.3609 hartree
- Total charge: 0
- E_tot: -1026.628105 hartree
- Molecular weight: 126.20 g/mol
- Spin multiplicity: 1
- Energy relative to the best compared isomer or geometry (same formula, charge and spin): 90.6 kJ/mol

```
12
Properties=species:S:1:pos:R:3:lowdin_charge:R:1
C -2.27 -1.24 -2.88 -0.47
S -1.02 -0.02 -2.19 0.30
S -0.67 -0.60 -0.30 0.26
H -2.11 -1.17 -4.05 0.06
H -3.30 -0.91 -2.53 0.04
H -2.17 -2.34 -2.62 0.05
H -1.77 -0.08 0.30 -0.17
O 3.21 0.96 2.55 0.12
C 2.22 0.83 3.15 -0.39
O 1.00 1.03 2.60 0.06
H 2.07 0.52 4.19 0.14
H 1.00 0.46 1.88 0.02
```



Below is a molecular structure, C22H25Br2I2LiN8O4S, with properties calculated with ωB97M-V/def2-TZVPD.

- HOMO level: -8.109 eV
- Orbital gap: 0.3007 hartree
- Total charge: 0
- E_tot: -7741.698274 hartree
- Molecular weight: 918.12 g/mol
- Spin multiplicity: 1
- Energy relative to the best compared isomer or geometry (same formula, charge and spin): 8.9 kJ/mol

```
65
Properties=species:S:1:pos:R:3:lowdin_charge:R:1
Li -0.26 0.35 0.09 0.47
C -3.05 -0.85 -4.16 0.01
C -3.48 0.13 -3.13 -0.33
N -4.60 0.78 -3.11 0.13
N -4.52 1.51 -1.95 0.02
C -3.38 1.35 -1.26 -0.80
S -2.93 2.04 0.20 0.56
N -2.71 0.46 -2.04 -0.08
N -1.46 -0.04 -1.70 0.06
H -3.86 -0.99 -4.88 0.09
H -2.83 -1.81 -3.68 0.09
H -2.16 -0.51 -4.68 0.09
H -5.27 2.12 -1.68 0.15
H -0.85 -0.01 -2.51 0.08
H -1.57 -1.01 -1.35 0.06
Br -4.15 -5.32 5.52 0.72
C -3.47 -4.28 4.09 -0.69
C -3.10 -2.97 4.31 -0.12
C -2.59 -2.22 3.26 -0.02
C -2.46 -2.78 1.99 -0.13
C -2.85 -4.10 1.79 -0.02
C -3.35 -4.86 2.83 -0.12
C -1.90 -1.98 0.84 -0.59
O -2.26 -2.29 -0.31 0.00
O -1.06 -1.06 1.13 -0.16
H -3.21 -2.53 5.30 0.10
H -2.27 -1.20 3.42 0.10
H -2.78 -4.51 0.79 0.12
H -3.64 -5.89 2.68 0.10
C 4.08 -2.96 -0.22 -0.03
N 3.09 -2.07 -0.79 -0.10
C 3.30 -1.28 -1.98 -0.03
C 2.02 -0.42 -1.99 -0.48
O 1.70 0.31 -2.90 0.04
N 1.32 -0.66 -0.83 0.12
C 1.99 -1.61 -0.17 -0.40
N 1.60 -2.05 1.03 0.23
H 4.69 -3.37 -1.02 0.09
H 3.60 -3.80 0.28 0.09
H 4.74 -2.46 0.50 0.10
H 3.37 -1.89 -2.88 0.13
H 4.18 -0.64 -1.91 0.14
H 0.67 -1.74 1.33 0.08
H 2.00 -2.87 1.44 0.10
Br 1.12 4.95 -4.16 0.71
C 2.34 4.67 -2.74 -0.74
C 3.62 5.17 -2.89 -0.14
C 4.56 4.99 -1.89 -0.09
C 4.23 4.30 -0.74 -0.09
C 2.95 3.79 -0.59 -0.16
C 1.99 3.98 -1.58 -0.72
I 0.08 3.21 -1.22 1.02
H 3.88 5.71 -3.79 0.10
H 5.56 5.39 -2.02 0.10
H 4.96 4.15 0.04 0.10
H 2.67 3.24 0.30 0.09
N -1.09 1.47 2.96 0.17
C 0.20 1.58 2.64 -0.63
O 0.67 1.25 1.55 -0.11
C 1.14 2.23 3.64 -0.55
I 0.73 1.86 5.70 0.80
H -1.73 1.10 2.26 0.02
H -1.45 1.80 3.83 0.06
H 1.11 3.30 3.51 0.06
H 2.14 1.86 3.44 0.05
```